131
Properties=species:S:1:pos:R:3:lowdin_charge:R:1 method="wB97M-V/def2-TZVPD" total_charge=-1 orbital_gap_ev=1.0
C 18.600 12.660 13.196 0.0424
C 19.399 11.614 13.819 -0.4021
O 20.540 11.348 13.617 0.1588
N 18.791 10.786 14.872 0.1075
H 19.378 9.936 14.943 0.1012
H 18.971 11.428 15.657 0.1083
C 17.313 10.467 14.983 0.0272
H 19.216 13.444 12.757 0.0560
H 17.931 13.126 13.931 0.0956
H 17.981 12.177 12.458 0.0966
H 17.048 10.633 15.981 0.0829
H 17.321 9.413 14.721 0.0831
H 16.696 11.099 14.435 0.0428
C 14.054 14.833 14.312 0.0534
C 14.871 14.990 12.967 -0.3385
O 15.715 15.716 12.617 0.1735
N 14.463 13.965 11.941 0.0413
H 14.729 13.060 12.302 0.0855
H 13.421 13.987 11.919 0.1196
C 15.025 14.110 10.633 -0.0247
H 14.462 13.980 14.843 0.0765
H 12.975 14.799 14.148 0.0454
H 14.239 15.799 14.888 0.1314
H 16.156 13.950 10.652 0.1278
H 14.898 15.141 10.306 0.1038
H 14.529 13.452 9.897 0.1099
C 10.374 11.324 13.967 0.0439
C 11.624 11.356 13.153 -0.3274
O 12.610 12.216 13.462 0.0782
N 11.828 10.592 12.148 0.0922
H 12.708 10.637 11.635 0.1014
H 12.063 12.813 14.057 0.0654
C 11.076 9.321 11.798 0.0331
H 10.556 10.887 14.989 0.1262
H 9.552 10.820 13.542 0.0797
H 10.065 12.305 14.253 0.0717
H 11.871 8.852 11.243 0.0763
H 10.237 9.589 11.143 0.0982
H 10.796 8.838 12.717 0.0905
C 16.755 18.725 11.319 -0.0040
C 17.118 19.734 10.297 -0.5243
O 16.360 20.275 9.520 0.0886
N 18.482 20.019 10.201 0.0337
H 19.112 19.317 10.633 0.1476
H 21.916 8.906 2.592 0.3069
C 18.995 20.925 9.153 -0.0630
H 16.715 17.629 11.026 0.0984
H 15.855 18.929 11.820 0.0602
H 17.572 18.653 12.170 0.1261
H 20.022 21.355 9.417 0.1096
H 18.388 21.762 9.132 0.0488
H 19.054 20.528 8.152 0.0815
C 24.185 15.010 10.685 -0.0829
O 24.717 14.164 11.678 -0.1771
C 24.314 12.855 11.547 -0.2293
C 24.303 12.290 12.978 -0.0807
N 23.474 13.194 13.861 0.1133
H 23.822 14.154 13.926 0.1525
H 22.553 13.321 13.510 0.1007
C 23.467 12.573 15.343 -0.0409
C 22.996 13.565 16.329 -0.2293
O 23.762 14.761 16.178 -0.2097
C 23.377 15.777 17.093 -0.0843
H 23.441 15.659 11.097 0.0546
H 23.703 14.427 9.875 0.1002
H 24.830 15.616 10.085 0.0803
H 24.939 12.311 10.748 0.1529
H 23.292 12.891 11.076 0.1144
H 25.306 12.266 13.369 0.1221
H 23.945 11.206 13.038 0.1403
H 24.511 12.285 15.549 0.1443
H 22.822 11.746 15.314 0.0854
H 23.210 13.227 17.366 0.1447
H 21.928 13.729 16.166 0.1122
H 24.053 16.616 16.794 0.1067
H 23.578 15.465 18.122 0.0782
H 22.233 15.894 17.094 0.1126
N 11.588 14.422 9.576 -0.2762
S 10.909 15.069 10.828 0.4611
O 10.722 16.482 10.705 -0.2390
O 11.575 14.628 12.002 -0.2747
F 9.546 14.470 10.711 -0.0964
S 11.219 13.181 8.802 0.4462
O 12.288 12.667 8.072 -0.2401
O 9.972 13.363 8.187 -0.2527
F 10.849 11.937 9.849 -0.2302
N 21.141 8.695 14.960 -0.2758
S 20.128 7.545 14.842 0.4785
O 18.874 8.060 15.302 -0.2633
O 20.608 6.327 15.347 -0.2293
F 20.129 7.425 13.275 -0.1315
S 22.698 8.449 15.221 0.5700
O 23.146 8.020 16.522 -0.2376
O 23.535 9.473 14.618 -0.2878
F 22.852 7.225 14.231 -0.1745
N 12.413 12.246 16.231 -0.3084
S 11.588 13.527 16.483 0.4963
O 11.161 14.089 15.205 -0.3269
O 12.110 14.569 17.306 -0.2434
F 10.342 12.856 17.100 -0.1337
S 13.756 11.700 16.780 0.4322
O 14.337 12.420 17.835 -0.2261
O 14.468 11.183 15.701 -0.2582
F 13.224 10.397 17.452 -0.1563
N 16.575 9.165 11.727 -0.2937
S 15.283 10.062 11.878 0.5774
O 14.142 9.535 11.080 -0.3056
O 15.399 11.484 12.022 -0.2817
F 14.996 9.559 13.332 -0.1564
S 17.027 8.774 10.306 0.4718
O 18.420 8.625 10.402 -0.2579
O 16.509 9.579 9.192 -0.3069
F 16.223 7.428 10.145 -0.1641
N 18.842 13.122 17.004 -0.2937
S 19.773 12.479 18.144 0.5037
O 20.469 11.398 17.535 -0.2797
O 19.237 12.249 19.451 -0.2511
F 20.887 13.572 18.374 -0.1754
S 18.264 14.581 16.989 0.4729
O 17.206 14.643 16.008 -0.2851
O 19.325 15.602 16.778 -0.3049
F 17.700 14.906 18.330 -0.0869
N 20.985 16.151 11.442 -0.3091
S 21.321 16.236 13.014 0.4692
O 22.331 17.229 13.238 -0.2650
O 21.313 14.987 13.709 -0.2786
F 20.070 16.880 13.564 -0.1240
S 20.317 15.000 10.682 0.4808
O 20.839 13.703 10.984 -0.2907
O 20.181 15.402 9.311 -0.2861
F 18.754 14.971 11.214 -0.2279

27
Properties=species:S:1:pos:R:3:nbo_charge:R:1 method="wB97M-V/def2-TZVPD" total_charge=+3 relative_energy_kcal_mol=50.1 orbital_gap_ev=3.1
Be 3.846 -26.449 15.449 1.6902
Pb -0.716 -24.989 14.443 1.7183
F 1.629 -25.712 14.874 -0.7867
C -0.544 -28.717 14.560 -0.2793
O -0.577 -27.515 13.792 -0.6108
C -0.825 -27.872 12.405 -0.0871
C -0.348 -26.619 11.631 -0.2959
N -1.119 -25.432 11.934 -0.6808
C -0.646 -24.250 11.175 -0.2646
C 0.541 -23.492 11.826 -0.0776
O 0.130 -23.055 13.109 -0.6094
C 1.123 -22.442 13.934 -0.2917
H 0.343 -29.319 14.340 0.1960
H -1.339 -29.399 14.249 0.2240
H -0.582 -28.550 15.634 0.2160
H -1.901 -28.014 12.522 0.2264
H -0.262 -28.722 12.023 0.2417
H -0.637 -26.816 10.589 0.2471
H 0.726 -26.488 11.507 0.2371
H -2.104 -25.634 11.803 0.4281
H -1.539 -23.626 11.136 0.2515
H -0.324 -24.498 10.162 0.2478
H 0.941 -22.744 11.143 0.2574
H 1.345 -24.204 12.049 0.1590
H 1.656 -21.586 13.518 0.2511
H 1.829 -23.220 14.236 0.1597
H 0.663 -22.000 14.818 0.2325